Entry from the Open Molecules 2025 dataset: C12H34CuN2O8P as an isolated structure (the ωB97M-V functional and the def2-TZVPD basis).

Cartesian coordinates (Å):
Cu (1.09976, -0.11209, 0.52434)
P (3.70297, -0.18417, 1.70831)
O (3.67648, 0.24021, 3.28330)
O (2.74541, -1.36784, 1.38700)
O (5.14878, -0.43515, 1.28625)
O (3.11858, 1.07421, 0.90319)
C (-0.02432, -2.40972, 5.07066)
C (1.21168, -1.97118, 4.29399)
O (1.00469, -2.25081, 2.93479)
H (-0.84951, -1.77012, 4.75746)
H (0.10231, -2.35765, 6.15202)
H (-0.38956, -3.41116, 4.84303)
H (2.00775, -2.61511, 4.66777)
H (1.54047, -0.93206, 4.30870)
H (1.86641, -2.16205, 2.52107)
C (0.37801, 2.67554, -3.05299)
C (1.70862, 2.28267, -2.44193)
O (1.47647, 1.47235, -1.31051)
H (-0.50646, 2.45179, -2.45653)
H (0.11204, 2.40334, -4.07439)
H (0.33174, 3.76424, -3.07912)
H (2.34860, 3.09434, -2.09594)
H (2.29511, 1.58361, -3.03812)
H (2.22522, 1.65062, -0.73675)
C (-1.98215, 0.18555, 2.82790)
C (-1.83858, 1.14280, 1.66045)
C (-2.68945, 2.41518, 1.77776)
O (-2.14803, 3.46186, 0.96546)
C (-2.52681, 3.40027, -0.39786)
N (-0.44628, 1.46315, 1.52542)
H (-2.90107, -0.39380, 2.73820)
H (-2.09068, 0.75295, 3.75223)
H (-1.20718, -0.57926, 2.87884)
H (-2.10202, 0.54970, 0.78471)
H (-2.79593, 2.73213, 2.81521)
H (-3.66052, 2.04263, 1.45166)
H (-1.96182, 2.63634, -0.93200)
H (-2.29146, 4.33042, -0.91510)
H (-3.56470, 3.11594, -0.57121)
H (-0.09434, 2.01407, 2.29531)
H (-0.47372, 2.22747, 0.86575)
C (-1.50939, -2.66383, -1.68242)
C (-0.13626, -2.23841, -2.29455)
C (-0.18579, -0.95551, -3.10642)
O (-0.50398, -1.14540, -4.49398)
C (0.58469, -1.44836, -5.36242)
N (0.70511, -2.11030, -1.14242)
H (-2.33707, -2.75364, -2.38597)
H (-1.89433, -1.90818, -0.99765)
H (-1.48255, -3.65150, -1.22210)
H (0.32356, -3.03686, -2.87692)
H (0.73972, -0.41435, -2.90980)
H (-0.89540, -0.28056, -2.62789)
H (1.18859, -2.31946, -5.10829)
H (1.27119, -0.60357, -5.41854)
H (0.28974, -1.64503, -6.39316)
H (0.58929, -2.89848, -0.52156)
H (1.69638, -2.13806, -1.33405)

## Properties
- DFT total energy: -86284.0880 eV
- Frontier orbital gap (alpha / beta): 6.017 / 5.098 eV
- Multiplicity: 2
- Total charge: -1
- <S²>: 0.76
- Energy above the lowest of the compared OMol25 structures with the same formula, charge and spin: 0.0 kJ/mol
- E_LUMO (alpha / beta): 2.35 / 1.67 eV

Entry from the Open Molecules 2025 dataset: C12H34Li3N2O4 as an isolated structure (the ωB97M-V functional and the def2-TZVPD basis).

Cartesian coordinates (Å):
Li (1.70228, 1.04216, -2.32733)
Li (2.98464, -0.75532, -0.95172)
Li (0.86956, -1.39590, -2.56295)
O (3.61130, 0.79561, -1.96332)
H (4.31613, 1.41828, -1.75565)
O (1.02107, -0.16357, -0.98095)
H (0.49126, 0.41031, -0.41727)
O (1.40879, 0.05884, -3.91956)
H (1.07472, 0.17796, -4.81456)
O (2.71703, -2.07863, -2.41038)
H (3.08357, -2.95575, -2.24641)
C (-2.92445, -1.85552, -4.57251)
C (-1.56283, -1.46001, -3.98816)
N (-0.89465, -2.49309, -3.20116)
C (-1.59464, -2.80935, -1.96278)
C (-0.66297, -3.31097, -0.85900)
C (-0.50915, -3.68062, -3.94148)
C (0.60550, -3.41347, -4.93203)
H (-3.64308, -2.08607, -3.78044)
H (-2.84718, -2.72318, -5.22833)
H (-3.33923, -1.03489, -5.16162)
H (-0.88294, -1.13320, -4.77402)
H (-1.66893, -0.59704, -3.32818)
H (-2.36649, -3.57321, -2.15937)
H (-2.07742, -1.89054, -1.62484)
H (-0.37187, -4.35422, -1.03587)
H (-1.18139, -3.30436, 0.10170)
H (0.25802, -2.73350, -0.79846)
H (-0.20189, -4.45350, -3.23390)
H (-1.39054, -4.14578, -4.43793)
H (0.27000, -2.84331, -5.80277)
H (1.41403, -2.84590, -4.45645)
H (1.02128, -4.35005, -5.31756)
C (-0.86817, 4.46215, 6.29232)
C (-0.75967, 4.17104, 4.81068)
N (-0.44904, 2.76043, 4.49778)
C (-0.38249, 2.57507, 3.05217)
C (-0.65592, 1.13617, 2.62426)
C (0.71628, 2.25692, 5.18561)
C (2.04792, 2.98802, 4.96927)
H (-0.90386, 5.53737, 6.46058)
H (-0.03092, 4.03557, 6.83834)
H (-1.78559, 4.03586, 6.70352)
H (-1.71857, 4.37701, 4.33146)
H (-0.01066, 4.84582, 4.35775)
H (-1.07750, 3.26656, 2.57579)
H (0.61823, 2.84777, 2.68068)
H (-0.63537, 1.04144, 1.53905)
H (0.16252, 0.50706, 2.97848)
H (-1.59303, 0.77530, 3.04287)
H (0.85616, 1.20602, 4.91532)
H (0.50811, 2.18484, 6.25570)
H (2.25300, 3.75197, 5.72633)
H (2.10087, 3.49368, 4.00511)
H (2.87817, 2.28173, 5.00219)

## Properties
- DFT total energy: -24786.3050 eV
- Frontier orbital gap: 6.406 eV
- Total charge: -1
- E_LUMO: 2.49 eV

Entry from the Open Molecules 2025 dataset: a 4-piece molecular cluster, C12H35N3O4 overall (the ωB97M-V functional and the def2-TZVPD basis).

Cartesian coordinates (Å):
C (23.59880, -8.93762, -15.15214)
C (23.97130, -9.12856, -13.64707)
C (23.22870, -8.15214, -12.74338)
O (23.53112, -6.75659, -13.15442)
C (22.58029, -5.83634, -12.72502)
N (23.76490, -10.52292, -13.19622)
H (22.56939, -8.67823, -15.39934)
H (23.91473, -9.81039, -15.72359)
H (24.19236, -8.10077, -15.52021)
H (25.05234, -9.07110, -13.51997)
H (23.50540, -8.33800, -11.70560)
H (22.17802, -8.43866, -12.78877)
H (22.51379, -5.78308, -11.63836)
H (21.55220, -5.90718, -13.08013)
H (22.84315, -4.81141, -12.98680)
H (24.52480, -10.68433, -12.55076)
H (24.09069, -11.05247, -13.99216)
C (28.47876, -10.24266, -15.73447)
C (27.30436, -9.96661, -16.71850)
C (27.70097, -9.12746, -17.98923)
O (26.64498, -8.82278, -18.92039)
C (25.65183, -7.86906, -18.41119)
N (26.87540, -11.24284, -17.24275)
H (28.57639, -9.36347, -15.09763)
H (29.41999, -10.36021, -16.27148)
H (28.27762, -11.13440, -15.14080)
H (26.50877, -9.47041, -16.16270)
H (28.46816, -9.65570, -18.55532)
H (28.18099, -8.21014, -17.64834)
H (25.04513, -8.28345, -17.60602)
H (24.89133, -7.73324, -19.18015)
H (26.01656, -6.91027, -18.04269)
H (27.72881, -11.53064, -17.69988)
H (26.29006, -11.19026, -18.06415)
C (27.39934, -14.96807, -15.94873)
C (25.93031, -15.45385, -16.00623)
C (25.82345, -16.98393, -16.15166)
O (25.96434, -17.45206, -17.46517)
C (25.71826, -18.83556, -17.62617)
N (25.27307, -14.84690, -14.83170)
H (27.58234, -13.89354, -15.94610)
H (27.87440, -15.26490, -16.88378)
H (27.94643, -15.40439, -15.11302)
H (25.43943, -15.11379, -16.91810)
H (24.87740, -17.36102, -15.76320)
H (26.63831, -17.40499, -15.56275)
H (24.79946, -19.27267, -17.23522)
H (26.56530, -19.40636, -17.24563)
H (25.64369, -18.95259, -18.70729)
H (24.38442, -15.31397, -14.72102)
H (25.85912, -15.09064, -14.04605)
O (25.27024, -12.08967, -15.26253)
H (25.87358, -11.93423, -15.98920)
H (25.24357, -13.04223, -15.17230)

## Properties
- Structure (SMILES): COC[C@H](C)N.COC[C@H](C)N.COC[C@H](C)N.O
- DFT total energy: -25669.4784 eV
- Frontier orbital gap: 9.517 eV
- Total charge: 0
- Energy above the lowest of the compared OMol25 structures with the same formula, charge and spin: 156.5 kJ/mol
- E_LUMO: 0.79 eV

Entry from the Open Molecules 2025 dataset: a 5-piece molecular cluster, C12H35NO5 overall (the ωB97M-V functional and the def2-TZVPD basis).

Cartesian coordinates (Å):
C (-2.75836, -0.30357, 2.78917)
C (-2.57730, 1.09540, 3.43112)
O (-2.75791, 2.14701, 2.53274)
H (-1.77907, -0.64127, 2.45433)
H (-3.36691, -0.16920, 1.89178)
H (-3.27854, -1.03274, 3.40721)
H (-1.60644, 1.23049, 3.92108)
H (-3.28629, 1.14657, 4.26416)
H (-1.91863, 2.38818, 2.12225)
C (0.75731, -0.57484, -6.21549)
C (1.07842, 0.88727, -5.79886)
O (2.01882, 0.86956, -4.73891)
H (1.64086, -1.03459, -6.65493)
H (-0.18107, -0.50290, -6.77027)
H (0.54458, -1.19959, -5.34539)
H (0.13099, 1.33744, -5.51224)
H (1.44812, 1.40092, -6.68868)
H (2.88648, 0.55818, -5.00002)
C (0.11309, 4.84949, 2.46263)
C (0.27124, 3.64988, 1.53063)
O (0.26310, 2.50044, 2.36432)
H (-0.66016, 4.62425, 3.19716)
H (-0.13709, 5.76992, 1.93719)
H (1.02625, 4.99972, 3.04040)
H (1.16758, 3.70225, 0.90837)
H (-0.59601, 3.59167, 0.85830)
H (0.43150, 1.69001, 1.83452)
C (0.64624, 1.53767, -1.68806)
C (-0.35615, 0.69516, -0.90546)
O (0.08604, 0.61084, 0.44803)
H (1.64961, 1.15820, -1.53382)
H (0.54733, 2.61875, -1.58443)
H (0.36480, 1.42820, -2.74025)
H (-0.27681, -0.32694, -1.29990)
H (-1.42000, 0.93780, -0.97012)
H (-0.40929, -0.05783, 0.94783)
C (-0.18630, -4.54207, 1.81240)
C (0.02057, -3.01398, 1.85750)
C (1.48129, -2.60742, 1.73828)
O (2.13659, -3.02634, 0.54969)
C (1.95648, -2.19987, -0.58256)
N (-0.86076, -2.39146, 0.84751)
H (0.46982, -5.09388, 2.49704)
H (0.07154, -4.99875, 0.85559)
H (-1.20528, -4.75674, 2.13445)
H (-0.37514, -2.74593, 2.83935)
H (2.02871, -3.09303, 2.54277)
H (1.51353, -1.51882, 1.85023)
H (2.43026, -1.22450, -0.48067)
H (0.91394, -2.13389, -0.90390)
H (2.38422, -2.78114, -1.40508)
H (-1.80029, -2.72566, 1.04275)
H (-0.68549, -2.72833, -0.09175)

## Properties
- Structure (SMILES): COC[C@H](C)N.CCO.CCO.CCO.CCO
- DFT total energy: -24737.1297 eV
- Frontier orbital gap: 10.243 eV
- Total charge: 0
- Energy above the lowest of the compared OMol25 structures with the same formula, charge and spin: 33.0 kJ/mol
- E_LUMO: 0.62 eV

Please write out number 3 again, unchanged.
Entry from the Open Molecules 2025 dataset: a 4-piece molecular cluster, C12H35N3O4 overall (the ωB97M-V functional and the def2-TZVPD basis).

Cartesian coordinates (Å):
C (23.59880, -8.93762, -15.15214)
C (23.97130, -9.12856, -13.64707)
C (23.22870, -8.15214, -12.74338)
O (23.53112, -6.75659, -13.15442)
C (22.58029, -5.83634, -12.72502)
N (23.76490, -10.52292, -13.19622)
H (22.56939, -8.67823, -15.39934)
H (23.91473, -9.81039, -15.72359)
H (24.19236, -8.10077, -15.52021)
H (25.05234, -9.07110, -13.51997)
H (23.50540, -8.33800, -11.70560)
H (22.17802, -8.43866, -12.78877)
H (22.51379, -5.78308, -11.63836)
H (21.55220, -5.90718, -13.08013)
H (22.84315, -4.81141, -12.98680)
H (24.52480, -10.68433, -12.55076)
H (24.09069, -11.05247, -13.99216)
C (28.47876, -10.24266, -15.73447)
C (27.30436, -9.96661, -16.71850)
C (27.70097, -9.12746, -17.98923)
O (26.64498, -8.82278, -18.92039)
C (25.65183, -7.86906, -18.41119)
N (26.87540, -11.24284, -17.24275)
H (28.57639, -9.36347, -15.09763)
H (29.41999, -10.36021, -16.27148)
H (28.27762, -11.13440, -15.14080)
H (26.50877, -9.47041, -16.16270)
H (28.46816, -9.65570, -18.55532)
H (28.18099, -8.21014, -17.64834)
H (25.04513, -8.28345, -17.60602)
H (24.89133, -7.73324, -19.18015)
H (26.01656, -6.91027, -18.04269)
H (27.72881, -11.53064, -17.69988)
H (26.29006, -11.19026, -18.06415)
C (27.39934, -14.96807, -15.94873)
C (25.93031, -15.45385, -16.00623)
C (25.82345, -16.98393, -16.15166)
O (25.96434, -17.45206, -17.46517)
C (25.71826, -18.83556, -17.62617)
N (25.27307, -14.84690, -14.83170)
H (27.58234, -13.89354, -15.94610)
H (27.87440, -15.26490, -16.88378)
H (27.94643, -15.40439, -15.11302)
H (25.43943, -15.11379, -16.91810)
H (24.87740, -17.36102, -15.76320)
H (26.63831, -17.40499, -15.56275)
H (24.79946, -19.27267, -17.23522)
H (26.56530, -19.40636, -17.24563)
H (25.64369, -18.95259, -18.70729)
H (24.38442, -15.31397, -14.72102)
H (25.85912, -15.09064, -14.04605)
O (25.27024, -12.08967, -15.26253)
H (25.87358, -11.93423, -15.98920)
H (25.24357, -13.04223, -15.17230)

## Properties
- Structure (SMILES): COC[C@H](C)N.COC[C@H](C)N.COC[C@H](C)N.O
- DFT total energy: -25669.4784 eV
- Frontier orbital gap: 9.517 eV
- Total charge: 0
- Energy above the lowest of the compared OMol25 structures with the same formula, charge and spin: 156.5 kJ/mol
- E_LUMO: 0.79 eV

- The highest DFT total energy belongs to which entry?
  C12H35NO5

- DFT total energy of number 4 (C12H35NO5)?
  -24737.1297 eV